Computed, not measured: a 2-piece molecular cluster, C2H2O2 overall in a non-equilibrium geometry, with wB97M-V/def2-TZVPD.

Bonds (Å) are listed after each position.
Element x y z (Å)
1 C -0.205 0.058 0.723  C2 1.383, O3 1.459, O4 1.433, H5 1.059
2 C 0.087 -0.151 -0.612  C1 1.383, O3 1.398, O4 1.428
3 O -1.008 -0.848 -0.092  C1 1.459, C2 1.398
4 O -0.330 1.150 -0.196  C1 1.433, C2 1.428
5 H 0.095 0.018 1.738  C1 1.059
6 H 1.361 -0.226 -1.561  no bonds

Output
highest occupied orbital energy: -9.5 eV
total energy: -227.64488 a.u.
frontier orbital gap: 9.40 eV
relative energy (zero: lowest compared OMol25 entry of this formula, charge and spin): 5.522 eV